one) The following is a quantum chemistry calculation of a structure of composition C3H9NS, from the OMol25 dataset.

```
14
Properties=species:S:1:pos:R:3:nbo_charge:R:1
S 1.00 -0.71 -0.85 0.1012
N -2.01 -0.83 0.51 -0.8238
C -0.19 0.70 -0.43 -0.5290
C -1.74 0.25 -0.53 -0.2254
C 2.59 -0.03 0.35 -0.7040
H 3.09 0.58 -0.46 0.2182
H -0.27 0.86 0.70 0.2092
H 1.99 0.66 1.35 0.2351
H -2.36 1.09 -0.30 0.1845
H -2.22 -0.37 -1.38 0.2034
H -1.41 -1.06 1.53 0.3879
H -0.14 1.67 -0.81 0.2070
H 3.44 -0.99 1.03 0.2480
H -1.78 -1.83 -0.71 0.2877
```

LUMO energy = -0.016 eV
orbital gap = 8.7 eV
HOMO = -8.76 eV
total charge = 0



two) The following is a quantum chemistry calculation of the molecule C3H9NS, from the OMol25 dataset.

```
14
Properties=species:S:1:pos:R:3:nbo_charge:R:1
S 1.65 0.15 -1.12 -0.0546
N -2.68 -0.14 0.53 -0.8116
C -0.27 -0.31 1.03 -0.4400
C -1.31 -0.07 -0.09 -0.2216
C 1.13 0.24 0.67 -0.4878
H -1.30 0.95 -0.45 0.1967
H -2.71 0.65 1.17 0.3363
H -1.26 -0.81 -0.87 0.1930
H 1.29 1.28 0.95 0.2112
H 1.85 -0.34 1.25 0.2092
H -0.21 -1.39 1.18 0.2078
H 1.06 -1.05 -1.14 0.1116
H -0.55 0.34 1.85 0.2142
H -2.67 -0.95 1.16 0.3356
```

LUMO energy = 0.900 eV
orbital gap = 9.9 eV
SMILES string = NCCCS
HOMO = -8.98 eV
total charge = 0



It is one) that is the least stable of them.



one) The following is a quantum chemistry calculation of a cluster of 2 separate species, C3H9NS in total, from the OMol25 dataset.

```
14
Properties=species:S:1:pos:R:3:nbo_charge:R:1
S 1.13 -0.18 0.86 0.3519
N 2.73 -0.69 1.37 -1.0000
C 1.69 1.07 -0.35 -0.7369
C -2.41 -0.28 -1.13 -0.3974
C -3.11 -0.31 0.00 -0.3845
H -2.27 -1.16 -1.79 0.1956
H 2.08 1.98 -0.07 0.2070
H -2.24 0.64 -1.79 0.1904
H -3.28 -1.30 0.46 0.1947
H 2.82 -0.45 2.39 0.3619
H 3.01 -1.70 1.44 0.3777
H 0.81 1.19 -1.00 0.2196
H -3.38 0.55 0.61 0.1996
H 2.42 0.63 -0.99 0.2203
```

LUMO energy = 0.839 eV
orbital gap = 9.5 eV
SMILES string = C=C.CSN
HOMO = -8.69 eV
total charge = 0



two) The following is a quantum chemistry calculation of a cluster of 2 separate species, C3H9NS in total, from the OMol25 dataset.

```
14
Properties=species:S:1:pos:R:3:nbo_charge:R:1
S -1.46 0.60 -0.42 -0.0456
N 1.94 -1.51 1.03 -0.8527
C -2.91 0.95 0.65 -0.7205
C 2.01 -0.43 0.17 0.0110
C 2.41 -0.32 -1.09 -0.4904
H 2.59 -2.27 0.97 0.3836
H 1.06 -1.70 1.48 0.3876
H -0.62 1.20 0.42 0.1152
H 2.38 0.66 -1.56 0.1976
H -2.64 1.63 1.44 0.2219
H 3.01 -1.01 -1.68 0.1930
H -3.74 1.27 0.02 0.2197
H -3.22 0.03 1.14 0.2098
H 1.62 0.49 0.59 0.1699
```

LUMO energy = 0.884 eV
orbital gap = 9.3 eV
SMILES string = C=CN.CS
HOMO = -8.39 eV
total charge = 0



three) The following is a quantum chemistry calculation of a cluster of 2 separate species, C3H9NS in total, from the OMol25 dataset.

```
14
Properties=species:S:1:pos:R:3:nbo_charge:R:1
S -0.11 -2.34 -0.54 -0.0748
N 1.86 1.24 0.65 -0.8358
C -0.43 1.41 1.26 -0.5605
C 0.72 0.70 1.25 0.0018
C -0.97 -1.16 -1.66 -0.7187
H -1.30 -1.68 -2.55 0.2201
H -1.17 1.19 2.01 0.2063
H -1.82 -0.77 -1.10 0.2242
H 1.71 2.07 0.11 0.3721
H -0.66 2.26 0.62 0.1906
H -0.32 -0.29 -1.76 0.2361
H 2.79 0.91 0.69 0.3912
H 0.78 -0.39 1.21 0.2262
H -1.08 -3.16 -0.17 0.1211
```

LUMO energy = 0.954 eV
orbital gap = 8.7 eV
SMILES string = C=CN.CS
HOMO = -7.79 eV
total charge = 0



four) The following is a quantum chemistry calculation of the molecule C3H9NS, from the OMol25 dataset.

```
14
Properties=species:S:1:pos:R:3:nbo_charge:R:1
S 1.72 1.31 1.21 -0.0671
N 0.00 -1.28 1.07 -0.8802
C -0.95 -0.70 -1.25 -0.6213
C 0.23 -0.49 -0.15 -0.0331
C 0.39 1.13 -0.01 -0.5199
H -0.95 -1.62 1.34 0.3708
H 1.14 -1.00 -0.57 0.1901
H -1.75 0.00 -1.02 0.2017
H 1.73 2.69 1.42 0.1348
H 0.40 1.46 -0.96 0.2085
H -0.41 1.51 0.57 0.2106
H -0.67 -0.38 -2.24 0.2115
H 0.41 -0.87 1.90 0.3740
H -1.30 -1.76 -1.31 0.2196
```

LUMO energy = 0.913 eV
orbital gap = 9.9 eV
SMILES string = C[C@H](N)CS
HOMO = -9.03 eV
total charge = 0



It is one) that is the least stable of them.



one) The following is a quantum chemistry calculation of a structure of composition C22H15BrNO3ReSSbSe4, from the OMol25 dataset.

```
49
Properties=species:S:1:pos:R:3:nbo_charge:R:1
Re 0.96 -0.94 -1.49 0.6804
Sb 1.76 0.24 -4.82 0.9907
Br -5.18 0.83 4.58 0.0583
Se 2.99 -0.67 -2.64 0.0390
Se 1.84 2.57 -4.89 -0.4901
Se 2.13 -1.38 -6.49 -0.5296
Se -0.30 -0.81 -3.39 0.1791
S 0.42 -3.29 -1.21 0.0808
O -2.30 -1.52 -1.19 -0.6350
O -0.53 -0.63 -0.14 -0.7554
O 2.14 -1.43 0.17 -0.5575
N 2.24 -2.69 0.61 0.0083
C -1.07 1.94 -1.55 -0.1958
C 3.13 -2.89 1.62 0.0497
C 2.69 2.73 0.23 -0.2276
C -2.59 -0.52 0.96 -0.1104
C 1.49 -3.67 0.08 0.0332
C -3.97 -0.72 0.95 -0.1578
C 1.64 -4.96 0.61 -0.2181
C -1.96 2.97 -1.70 -0.1839
C 3.29 -4.14 2.14 -0.2513
C 1.22 1.10 -0.85 -0.1970
C 0.22 2.13 -0.98 -0.1063
C -1.79 -0.97 -0.22 0.7693
C -1.62 4.28 -1.28 -0.2192
C 2.52 -5.19 1.63 -0.1472
C 1.77 3.72 0.07 -0.1744
C -0.40 4.50 -0.72 -0.1868
C -4.13 0.28 3.11 -0.0632
C -1.99 0.10 2.05 -0.1624
C -4.74 -0.32 2.02 -0.2512
C 0.53 3.44 -0.55 0.0190
C -2.76 0.50 3.13 -0.2516
C 2.41 1.43 -0.25 -0.2200
H -1.40 0.96 -1.86 0.2084
H -2.32 5.09 -1.42 0.2158
H 3.65 2.93 0.70 0.2142
H 1.04 -5.75 0.18 0.2462
H 3.18 0.68 -0.12 0.2113
H -4.42 -1.20 0.09 0.2397
H 4.00 -4.29 2.94 0.2418
H 2.63 -6.19 2.03 0.2348
H -2.30 0.98 3.99 0.2287
H 3.65 -2.01 1.93 0.2450
H -0.92 0.27 2.04 0.2367
H -2.93 2.78 -2.14 0.2152
H -0.12 5.49 -0.38 0.2074
H 1.97 4.73 0.40 0.2089
H -5.81 -0.47 2.02 0.2297
```

LUMO energy (spin up / spin down) = -2.832 / -2.571 eV
2S+1 = 2
orbital gap (spin up / spin down) = 5.2 / 5.6 eV
HOMO (spin up / spin down) = -8.04 / -8.19 eV
total charge = 0



two) The following is a quantum chemistry calculation of a structure of composition C22H15BrNO3ReSSbSe4, from the OMol25 dataset.

```
49
Properties=species:S:1:pos:R:3:nbo_charge:R:1
Re 1.39 0.04 -1.11 0.7044
Sb 2.55 -0.83 -4.43 0.9875
Br -1.78 -3.87 6.08 0.0643
Se 1.84 0.79 -5.99 -0.5127
Se 0.65 -1.49 -2.67 0.1273
Se 3.45 0.23 -2.16 0.0146
Se 3.81 -2.79 -4.76 -0.5315
S 0.69 1.84 0.31 0.0921
O 0.36 -1.05 0.28 -0.7676
O 2.73 -0.08 0.50 -0.5493
O -0.27 -3.05 -0.53 -0.5946
N 2.30 0.30 1.71 0.0102
C -1.12 -4.34 3.35 -0.2460
C 2.86 -0.28 2.78 0.0530
C -1.89 0.57 -1.78 -0.1405
C -0.72 -1.65 2.75 -0.1787
C 1.09 2.49 -2.98 -0.2383
C -0.90 3.47 -3.91 -0.1832
C -1.28 -3.36 4.32 -0.0651
C 2.52 0.13 4.04 -0.2432
C -0.55 -2.62 1.77 -0.1062
C -3.25 0.60 -1.93 -0.2188
C -3.86 1.56 -2.76 -0.2102
C 1.58 1.15 4.18 -0.1449
C -0.76 -3.96 2.07 -0.1552
C -1.68 2.48 -3.26 0.0280
C -0.16 -2.26 0.37 0.7729
C 1.35 1.25 1.80 0.0481
C 0.39 1.50 -2.34 -0.1640
C -1.09 -2.02 4.03 -0.2539
C 0.45 3.47 -3.77 -0.2085
C -3.08 2.48 -3.40 -0.1996
C 1.00 1.70 3.07 -0.2305
C -1.05 1.50 -2.45 -0.1606
H -0.58 -0.61 2.50 0.2235
H 2.16 2.55 -2.90 0.2227
H 2.98 -0.34 4.90 0.2445
H -1.28 -5.38 3.59 0.2330
H 1.06 4.22 -4.27 0.2218
H 3.57 -1.06 2.55 0.2507
H -3.53 3.23 -4.04 0.2115
H -4.93 1.56 -2.88 0.2161
H -3.85 -0.13 -1.41 0.2161
H -0.64 -4.70 1.29 0.2438
H 0.25 2.48 3.14 0.2475
H -1.40 4.20 -4.53 0.2113
H -1.24 -1.27 4.80 0.2263
H 1.30 1.50 5.17 0.2357
H -1.46 -0.17 -1.13 0.1962
```

LUMO energy (spin up / spin down) = -2.328 / -2.694 eV
2S+1 = 2
orbital gap (spin up / spin down) = 5.7 / 5.3 eV
HOMO (spin up / spin down) = -8.01 / -7.95 eV
total charge = 0



It is one) that is the least stable of them.